# 1
Formula: C19H36I2NOP2Re
Source: OMol25
Level of theory: ωB97M-V with the def2-TZVPD basis set

Computed properties:
relative energy (zero: lowest compared OMol25 entry of this formula, charge and spin)	0.0	kcal/mol
total charge	+3
gap between HOMO and LUMO (alpha / beta)	4.94 / 3.37	eV
2S+1	4

Positions of all 62 atoms, in Å:
H: 3.79682 -0.65319 2.10451
O: 3.05239 1.83600 -2.16087
H: 1.72568 -1.46059 -4.45442
H: -1.31077 0.24524 -0.79334
H: -0.79830 -2.45392 -3.59240
C: 0.86897 3.96106 -1.04153
H: 0.64500 4.91912 -0.55943
H: -1.78316 3.49921 -1.39780
H: -4.71932 0.52836 -0.42540
H: 0.89446 -2.89077 2.27660
C: -1.29344 -1.55158 2.19324
H: 0.50178 -0.52979 3.71064
C: 1.63734 -0.57699 -3.81275
H: 1.51402 0.84471 3.15505
H: 2.63550 -0.22141 -3.53253
C: 1.81816 -2.40035 1.95902
C: -1.68480 3.16448 -0.35775
H: -4.58057 -1.54706 1.30280
Re: 0.59220 0.55643 -0.75034
P: 0.65220 -1.01322 -2.33903
C: -2.66477 -1.82235 2.27139
H: 2.10990 -2.75901 0.96185
C: 1.69458 -0.88248 1.90405
H: -3.94598 -2.07616 4.02610
H: 3.27770 -0.78120 0.42188
N: 0.58761 -0.48759 0.95261
H: 1.11406 0.23382 -4.33120
C: -1.64143 -0.35853 0.13018
H: -1.07039 -0.70492 -3.97097
C: 0.41767 3.00343 1.63678
H: -2.40094 -2.89080 4.10455
H: 2.25946 -0.59642 3.94426
C: 1.46062 -0.24714 3.26911
C: 2.10954 1.34819 -1.62550
H: -4.47176 -0.98194 -1.33922
P: 0.03761 2.62535 -0.11548
H: 2.60198 -2.64771 2.69437
H: 1.34024 -3.28809 -2.66041
H: 0.10659 4.04223 1.81835
C: 3.02053 -0.35168 1.39428
C: 1.36148 -2.61234 -1.79333
H: -1.73651 -1.41818 -2.46218
H: 2.39671 -2.49100 -1.44330
H: -0.64294 -1.92750 2.98705
H: -0.11130 2.33483 2.33481
H: 0.79325 -3.06257 -0.96356
H: 3.02349 0.74117 1.34661
H: -3.42422 0.42196 -1.63742
H: 1.49223 2.89697 1.84417
C: -3.95904 -0.13626 -0.85956
C: -3.20818 -2.61317 3.42880
C: -3.50563 -1.34789 1.26379
H: 0.48528 3.93891 -2.06742
C: -3.00808 -0.61414 0.18614
C: -0.90599 -1.44435 -3.17737
H: -2.36948 2.33020 -0.16558
C: -0.76622 -0.81655 1.12460
H: 1.95374 3.80697 -1.07348
I: 2.54714 3.56208 -5.17555
I: 5.06723 3.37296 -4.15007
H: -3.70590 -3.53913 3.13858
H: -1.88403 3.98431 0.34301

---

# 2
Formula: C24H30F3N4OOsS2
Source: OMol25
Level of theory: ωB97M-V with the def2-TZVPD basis set

Computed properties:
relative energy (zero: lowest compared OMol25 entry of this formula, charge and spin)	0.0	kcal/mol
total charge	+3
gap between HOMO and LUMO (alpha / beta)	8.72 / 5.99	eV
2S+1	5

Positions of all 65 atoms, in Å:
C: -4.85568 -0.54654 -0.18727
C: 3.73272 0.45789 -0.40961
H: -3.65524 2.95167 2.13397
H: 6.37180 1.75312 0.53881
N: 2.62994 0.15221 -0.17255
C: 5.30097 -3.43029 0.65564
C: -6.17975 -0.63160 -0.50832
F: -8.59671 -1.58922 -1.74999
C: 5.53662 2.01769 -0.10679
H: 5.89151 2.63137 -0.93216
C: -6.59159 -0.38696 -1.83095
H: -2.52694 3.45435 -2.67001
C: 5.80778 -0.09334 -1.48924
C: -3.40491 3.03993 1.08523
F: -8.34166 -0.21526 -3.40564
C: 4.02409 -4.20019 0.94513
H: -3.61757 0.24732 -3.30590
H: 5.46380 -3.33859 -0.41890
H: 3.96108 -2.48655 2.84310
H: 5.27784 -2.43086 1.09522
N: 2.82850 -3.51926 0.40077
C: -4.10573 3.37133 -1.20634
C: -2.08102 3.00794 0.68741
H: 5.21290 -0.89417 -1.91935
C: 0.50364 4.64037 -0.41870
H: 0.20310 4.63377 0.62641
H: 4.78683 2.55813 0.46362
H: 2.63689 -3.71785 -0.57183
H: 4.04790 -5.17636 0.46382
C: 2.62199 -3.50651 4.22978
H: 1.62462 -3.37287 4.64818
H: -4.51280 -0.73059 0.82135
C: -2.56548 -0.13115 -0.90579
C: -2.78095 3.33101 -1.62413
H: -6.03097 0.07005 -3.85702
S: 0.56529 -2.25638 -0.06527
C: -5.67913 -0.08538 -2.84673
H: 6.23284 0.51272 -2.28640
H: -5.44473 3.27139 0.46103
H: -4.89261 3.53558 -1.93019
H: 0.08019 5.50010 -0.93969
H: -6.91670 -0.88709 0.24183
H: -1.29070 2.88246 1.41773
N: 4.94753 0.77532 -0.65464
H: 2.96893 -1.42180 3.80971
C: -4.41234 3.22430 0.13941
C: -3.90995 -0.21172 -1.20223
H: 6.15209 -3.96563 1.07437
H: 1.11589 -1.78721 2.46572
C: -1.78897 3.15732 -0.66767
C: -4.34687 0.01318 -2.54272
C: 1.97044 -2.69164 0.95517
H: 6.60638 -0.50595 -0.87552
H: 1.58589 4.63803 -0.52940
C: -1.34599 -0.07409 -0.66337
F: -8.67510 0.55055 -1.40584
Os: 0.57831 0.03211 -0.30910
H: 3.33052 -3.51243 5.05722
C: 2.97353 -2.37358 3.27991
O: 0.66511 2.05881 -0.50451
H: 2.65919 -4.48123 3.74388
N: 1.98485 -2.21987 2.18710
H: 3.88015 -4.37776 2.00575
C: -8.08709 -0.41627 -2.11851
S: -0.12445 3.19618 -1.24500

---

# 3
Formula: C4H8O4
Source: OMol25
Level of theory: ωB97M-V with the def2-TZVPD basis set

Computed properties:
relative energy (zero: lowest compared OMol25 entry of this formula, charge and spin)	12.3	kcal/mol
total charge	-2
gap between HOMO and LUMO	5.67	eV

Positions of all 16 atoms, in Å:
H: 0.72179 -0.31953 -1.07349
H: 0.63559 0.32987 1.92948
O: -2.52852 -0.31635 -2.60833
H: -1.70254 -0.44276 -3.07080
H: -0.11196 -1.16171 1.07806
O: -1.86941 0.34154 -0.15422
O: -1.48436 1.43912 1.77943
H: 2.02592 -1.92750 -0.11528
O: 3.55852 -0.60345 -0.43446
C: 2.42856 -0.92892 0.22223
H: -2.07230 -0.24739 -1.72807
H: 1.35540 1.06193 -0.35552
C: -1.17998 0.62989 0.85174
C: 1.16804 0.00882 -0.12169
H: 2.54646 -0.98335 1.32485
C: 0.16537 -0.11824 1.06516

---

Molecular weight in g/mol, matching the order above: 796.5; 701.9; 120.1